This record from OMol25 describes a 2-piece molecular cluster, H3NO2S overall at a distorted geometry. The level of theory is wB97M-V/def2-TZVPD.

- Highest occupied orbital energy: -0.3857 Ha
- Gap between HOMO and LUMO: 10.27 eV
- LUMO: -0.221 eV
- Relative energy (zero: lowest compared OMol25 entry of this formula, charge and spin): 0.279 eV

ORCA input file:
```
! wB97M-V def2-TZVPD RIJCOSX def2/J DEFGRID3
* xyz 0 1
S -0.303 -0.978 1.176
O -1.639 -0.528 1.626
O -0.333 -1.932 0.062
N 0.495 0.603 -0.561
H -0.261 0.978 -1.244
H 0.675 1.482 -0.040
H 1.366 0.374 -1.019
*
```



This record from OMol25 describes an isolated ion of composition C4H13N3 and charge +1 at a distorted geometry. The level of theory is wB97M-V/def2-TZVPD.

- Highest occupied orbital energy (alpha / beta): -0.4986 / -0.4982 Ha
- Gap between HOMO and LUMO (alpha / beta): 10.93 / 6.18 eV
- LUMO (alpha / beta): -2.641 / -7.374 eV
- Relative energy (zero: lowest compared OMol25 entry of this formula, charge and spin): 0.926 eV

ORCA input file:
```
! wB97M-V def2-TZVPD RIJCOSX def2/J DEFGRID3
* xyz 1 2
N -0.443 0.193 0.354
N -2.079 0.664 -1.732
N 1.968 0.824 1.519
C -0.084 -0.463 -0.939
C -0.150 -0.495 1.553
C -0.697 0.281 -2.102
C 1.398 -0.456 1.944
H -1.170 0.896 0.188
H -2.350 1.620 -1.896
H -0.238 -1.574 1.296
H 1.617 0.989 0.591
H -0.759 -0.311 2.440
H -0.602 -1.432 -0.876
H -0.318 1.270 -2.301
H -2.759 -0.015 -2.046
H 1.855 -1.409 1.592
H -0.543 -0.261 -3.047
H 0.968 -0.530 -1.176
H 2.977 0.751 1.611
H 1.410 -0.542 3.026
*
```



So what do the calculations give for DFT total energy? Going down the list: -16468.402 -8820.078 eV.
So what do the calculations give for M? Going down the list: 81.10 103.17 g/mol.